*i*
A structure of composition C36H46BaBrF4N4O4S3, computed with ωB97M-V/def2-TZVPD.

```
! RIJCOSX wB97M-V def2-TZVPD def2/J DEFGRID3
* xyz -1 1
Ba -0.170 0.723 0.570
C 1.086 -4.301 -2.001
C 1.680 -3.160 -1.167
N 2.245 -3.529 0.118
C 3.367 -4.441 0.038
C 4.526 -3.879 -0.777
C 1.273 -3.940 1.116
C 0.194 -2.894 1.412
N 0.736 -1.582 1.693
C 1.322 -1.317 2.861
C 2.121 -0.146 3.005
F 2.398 0.620 1.896
C 2.721 0.255 4.172
F 3.465 1.382 4.152
C 2.618 -0.469 5.344
C 1.885 -1.639 5.245
F 1.742 -2.413 6.344
C 1.278 -2.053 4.083
F 0.585 -3.223 4.146
H 0.521 -3.895 -2.842
H 1.862 -4.958 -2.400
H 0.402 -4.910 -1.407
H 2.462 -2.662 -1.745
H 0.922 -2.398 -0.991
H 3.710 -4.616 1.061
H 3.083 -5.431 -0.367
H 4.748 -2.864 -0.444
H 5.415 -4.497 -0.644
H 4.301 -3.850 -1.845
H 0.767 -4.887 0.847
H 1.825 -4.134 2.039
H -0.455 -2.797 0.535
H -0.444 -3.302 2.201
H 3.059 -0.138 6.269
O -0.969 3.324 -1.089
C -2.139 3.632 -1.743
C -2.112 4.548 -2.787
C -3.274 4.877 -3.466
C -4.471 4.292 -3.088
C -4.486 3.384 -2.038
C -3.334 3.019 -1.358
C -3.319 1.998 -0.205
O -2.363 1.080 -0.358
N -4.686 1.374 -0.049
N -4.906 0.051 -0.195
C -4.358 -0.698 -1.074
C -3.456 -0.357 -2.182
Br -1.850 -1.431 -2.177
C -3.759 0.444 -3.195
C -2.904 0.930 -4.287
C -3.449 1.106 -5.559
C -2.692 1.617 -6.600
C -1.372 1.984 -6.380
C -0.829 1.839 -5.111
C -1.582 1.319 -4.071
H -0.333 4.019 -1.291
H -1.165 4.993 -3.079
H -3.235 5.583 -4.285
H -5.388 4.541 -3.606
H -5.414 2.917 -1.731
H -3.201 2.593 0.724
H -5.083 1.638 0.840
H -4.637 -1.746 -0.992
H -4.768 0.841 -3.171
H -4.485 0.837 -5.728
H -3.133 1.739 -7.581
H -0.778 2.396 -7.186
H 0.186 2.166 -4.924
H -1.163 1.252 -3.075
C 1.812 -1.007 -5.936
C 1.891 -1.006 -4.414
C 2.633 0.219 -3.898
S 2.777 0.152 -2.105
O 1.359 0.227 -1.619
C 3.492 1.803 -1.844
C 4.363 1.838 -0.594
C 5.635 1.011 -0.735
H 1.236 -1.861 -6.291
H 2.807 -1.062 -6.381
H 1.324 -0.102 -6.298
H 2.391 -1.911 -4.058
H 0.884 -1.010 -3.990
H 2.074 1.133 -4.114
H 3.639 0.299 -4.316
H 2.614 2.445 -1.742
H 4.047 2.100 -2.736
H 3.784 1.487 0.264
H 4.620 2.879 -0.389
H 5.405 -0.046 -0.873
H 6.253 1.102 0.157
H 6.225 1.345 -1.592
C -2.763 5.281 4.105
O -2.286 3.949 4.207
C -1.411 3.497 3.284
S -0.936 4.462 2.001
S -0.897 1.912 3.592
H -3.400 5.423 4.976
H -3.335 5.422 3.187
H -1.940 5.996 4.109
*
```

Results
* HOMO energy: -4.3 eV

What are the Löwdin partial charges on each atom? They are as follows, in elementary charge units:
1 Ba 1.750
2 C -0.071
3 C -0.264
4 N -0.174
5 C -0.270
6 C -0.090
7 C -0.191
8 C -0.253
9 N -0.155
10 C -0.249
11 C -0.196
12 F -0.059
13 C -0.244
14 F 0.070
15 C 0.032
16 C -0.232
17 F 0.065
18 C -0.139
19 F 0.048
20 H 0.059
21 H 0.063
22 H 0.069
23 H 0.066
24 H 0.065
25 H 0.113
26 H 0.111
27 H 0.071
28 H 0.067
29 H 0.059
30 H 0.115
31 H 0.112
32 H 0.079
33 H 0.106
34 H 0.120
35 O -0.062
36 C -0.271
37 C -0.036
38 C -0.099
39 C -0.098
40 C -0.053
41 C -0.086
42 C -0.448
43 O -0.550
44 N 0.001
45 N 0.024
46 C -0.240
47 C -0.602
48 Br 0.798
49 C -0.108
50 C -0.221
51 C -0.038
52 C -0.095
53 C -0.102
54 C -0.090
55 C -0.053
56 H 0.098
57 H 0.112
58 H 0.096
59 H 0.093
60 H 0.104
61 H 0.133
62 H 0.114
63 H 0.094
64 H 0.124
65 H 0.112
66 H 0.096
67 H 0.095
68 H 0.090
69 H 0.089
70 C -0.097
71 C -0.297
72 C -0.349
73 S 0.938
74 O -0.707
75 C -0.330
76 C -0.290
77 C -0.108
78 H 0.075
79 H 0.072
80 H 0.064
81 H 0.102
82 H 0.089
83 H 0.085
84 H 0.101
85 H 0.095
86 H 0.093
87 H 0.092
88 H 0.114
89 H 0.054
90 H 0.075
91 H 0.073
92 C -0.157
93 O -0.266
94 C -1.394
95 S 0.534
96 S 0.448
97 H 0.083
98 H 0.068
99 H 0.064

***

*ii*
A structure of composition C36H46BaBrF4N4O4S3, computed with ωB97M-V/def2-TZVPD.

```
! RIJCOSX wB97M-V def2-TZVPD def2/J DEFGRID3
* xyz -1 1
Ba 0.875 0.119 -0.702
C -0.549 3.564 2.893
C -0.190 2.537 1.826
N 1.194 2.541 1.356
C 2.184 2.368 2.414
C 1.983 1.085 3.196
C 1.515 3.686 0.485
C 1.382 3.378 -1.007
N 2.137 2.164 -1.271
C 2.948 1.968 -2.323
C 3.760 0.789 -2.318
F 3.670 -0.046 -1.236
C 4.646 0.473 -3.315
F 5.380 -0.656 -3.178
C 4.809 1.265 -4.438
C 4.018 2.398 -4.487
F 4.102 3.220 -5.560
C 3.129 2.744 -3.493
F 2.386 3.870 -3.666
H -1.621 3.519 3.099
H -0.310 4.585 2.586
H -0.034 3.370 3.836
H -0.815 2.669 0.943
H -0.431 1.540 2.206
H 2.196 3.225 3.110
H 3.161 2.353 1.927
H 1.097 1.107 3.831
H 2.843 0.894 3.841
H 1.867 0.224 2.537
H 2.553 3.966 0.678
H 0.898 4.559 0.743
H 1.727 4.250 -1.568
H 0.315 3.257 -1.245
H 5.490 1.003 -5.230
O 0.121 -1.791 3.391
C -1.068 -1.163 3.492
C -1.463 -0.685 4.734
C -2.701 -0.072 4.877
C -3.552 0.068 3.790
C -3.138 -0.413 2.550
C -1.904 -1.018 2.374
C -1.472 -1.525 1.009
O -0.137 -1.318 0.755
N -1.843 -2.974 0.954
N -1.751 -3.420 -0.396
C -0.600 -3.757 -0.803
C 0.686 -3.950 -0.065
Br 2.203 -3.510 -1.137
C 0.823 -4.479 1.138
C 2.099 -4.804 1.821
C 2.815 -3.821 2.498
C 4.001 -4.132 3.145
C 4.487 -5.432 3.128
C 3.778 -6.420 2.459
C 2.592 -6.104 1.812
H 0.314 -1.828 2.397
H -0.793 -0.808 5.574
H -2.998 0.297 5.851
H -4.517 0.539 3.903
H -3.780 -0.298 1.682
H -2.086 -1.000 0.247
H -2.844 -2.983 1.145
H -0.539 -3.996 -1.862
H -0.105 -4.659 1.673
H 2.441 -2.807 2.522
H 4.547 -3.354 3.663
H 5.414 -5.675 3.632
H 4.150 -7.436 2.436
H 2.042 -6.873 1.283
C -4.428 4.757 0.132
C -3.528 3.529 0.115
C -3.681 2.757 -1.188
S -2.897 1.171 -1.144
O -1.398 1.460 -1.108
C -3.284 0.580 -2.797
C -3.921 -0.800 -2.767
C -5.303 -0.804 -2.136
H -4.316 5.317 1.061
H -5.479 4.481 0.034
H -4.188 5.432 -0.692
H -3.753 2.875 0.962
H -2.484 3.825 0.229
H -3.232 3.293 -2.032
H -4.733 2.560 -1.411
H -2.308 0.542 -3.292
H -3.923 1.317 -3.285
H -3.252 -1.497 -2.255
H -3.968 -1.153 -3.800
H -5.278 -0.453 -1.101
H -5.728 -1.806 -2.116
H -5.997 -0.160 -2.683
C 2.730 -1.789 -5.465
O 1.855 -1.510 -4.378
C 0.532 -1.570 -4.592
S -0.074 -1.890 -6.120
S -0.367 -1.286 -3.150
H 3.721 -1.772 -5.023
H 2.638 -1.029 -6.242
H 2.503 -2.764 -5.896
*
```

Results
* HOMO energy: -4.5 eV

What are the Löwdin partial charges on each atom? They are as follows, in elementary charge units:
1 Ba 1.829
2 C -0.073
3 C -0.257
4 N -0.213
5 C -0.260
6 C -0.074
7 C -0.186
8 C -0.251
9 N -0.249
10 C -0.237
11 C -0.178
12 F -0.040
13 C -0.244
14 F 0.066
15 C 0.027
16 C -0.226
17 F 0.064
18 C -0.142
19 F 0.053
20 H 0.069
21 H 0.065
22 H 0.065
23 H 0.074
24 H 0.103
25 H 0.114
26 H 0.115
27 H 0.066
28 H 0.079
29 H 0.061
30 H 0.115
31 H 0.111
32 H 0.107
33 H 0.087
34 H 0.122
35 O 0.026
36 C -0.288
37 C -0.022
38 C -0.103
39 C -0.109
40 C -0.049
41 C -0.114
42 C -0.462
43 O -0.600
44 N -0.001
45 N 0.046
46 C -0.246
47 C -0.620
48 Br 0.802
49 C -0.109
50 C -0.250
51 C -0.033
52 C -0.079
53 C -0.102
54 C -0.093
55 C -0.043
56 H 0.079
57 H 0.113
58 H 0.094
59 H 0.089
60 H 0.099
61 H 0.097
62 H 0.108
63 H 0.080
64 H 0.125
65 H 0.107
66 H 0.100
67 H 0.094
68 H 0.096
69 H 0.113
70 C -0.107
71 C -0.297
72 C -0.368
73 S 0.931
74 O -0.698
75 C -0.355
76 C -0.309
77 C -0.117
78 H 0.071
79 H 0.072
80 H 0.076
81 H 0.109
82 H 0.096
83 H 0.113
84 H 0.099
85 H 0.044
86 H 0.092
87 H 0.077
88 H 0.118
89 H 0.056
90 H 0.071
91 H 0.071
92 C -0.141
93 O -0.283
94 C -1.332
95 S 0.524
96 S 0.465
97 H 0.076
98 H 0.075
99 H 0.063

***

Short version: *i* is the least stable of them.

***

*i*
The ion C6H14N3O2 with charge +1, computed with ωB97M-V/def2-TZVPD.

```
! RIJCOSX wB97M-V def2-TZVPD def2/J DEFGRID3
* xyz 1 1
N 0.208 -2.057 -0.622
C -0.190 -0.755 -0.166
N -1.571 -0.919 0.364
C -2.742 -0.241 0.218
O -3.000 0.684 -0.506
C 0.868 -0.395 1.083
O 0.083 0.597 1.814
C 2.063 0.269 0.436
C 1.534 0.477 -1.064
C 0.022 0.478 -1.036
N -0.651 1.610 -0.405
H 1.141 -2.248 -0.590
H -0.301 -2.595 -1.290
H -1.642 -1.731 1.009
H -3.557 -0.555 0.837
H 1.185 -1.217 1.773
H 0.524 0.811 2.634
H 2.916 -0.481 0.530
H 2.106 1.161 1.004
H 1.917 1.417 -1.430
H 1.957 -0.220 -1.798
H -0.338 0.476 -2.107
H -0.337 2.468 -0.848
H -0.495 1.492 0.590
H -1.700 1.472 -0.430
*
```

Results
* HOMO energy: -13.5 eV
* SMILES: N[C@@]1(NC=O)[C@H](O)CC[C@@H]1[NH3+]

What are the Löwdin partial charges on each atom? They are as follows, in elementary charge units:
1 N 0.140
2 C -0.375
3 N 0.133
4 C -0.289
5 O 0.044
6 C -0.225
7 O -0.060
8 C -0.073
9 C -0.101
10 C -0.236
11 N 0.215
12 H 0.057
13 H 0.106
14 H 0.173
15 H 0.144
16 H 0.166
17 H 0.120
18 H 0.150
19 H 0.105
20 H 0.112
21 H 0.130
22 H 0.191
23 H 0.183
24 H 0.100
25 H 0.090

***

*ii*
A cluster of 2 separate species, C6H14N3O2 in total, computed with ωB97M-V/def2-TZVPD.

```
! RIJCOSX wB97M-V def2-TZVPD def2/J DEFGRID3
* xyz 1 1
C -1.521 1.508 -1.025
C -0.945 0.199 -1.585
C -1.135 1.407 0.448
C -0.882 -0.746 -0.383
C -0.564 -2.218 -0.481
C -0.771 -0.395 2.053
N 2.375 0.262 -0.711
N -0.996 -0.028 0.696
N 1.817 0.036 0.326
O 3.705 0.513 -0.835
O 2.445 0.163 1.566
H -1.077 2.535 -1.484
H -2.632 1.527 -1.147
H -1.495 -0.196 -2.440
H 0.152 0.359 -1.793
H -0.285 1.944 0.597
H -1.854 1.596 1.292
H -1.377 -2.665 0.089
H 0.437 -2.358 -0.198
H -0.724 -2.454 -1.583
H -0.957 0.314 2.760
H 0.351 -0.603 2.062
H -1.242 -1.416 2.267
H 3.753 0.641 -1.818
H 3.422 0.075 1.328
*
```

Results
* HOMO energy: -14.4 eV

What are the Löwdin partial charges on each atom? They are as follows, in elementary charge units:
1 C -0.127
2 C -0.095
3 C -0.116
4 C -0.200
5 C 0.040
6 C 0.012
7 N -0.064
8 N -0.111
9 N -0.057
10 O 0.026
11 O -0.001
12 H 0.175
13 H 0.126
14 H 0.129
15 H 0.122
16 H 0.094
17 H 0.156
18 H 0.103
19 H 0.074
20 H 0.123
21 H 0.070
22 H 0.107
23 H 0.141
24 H 0.143
25 H 0.129

***

Short version: *ii* is the least stable of them.

***

*i*
The molecule CH6BNO, computed with ωB97M-V/def2-TZVPD.

```
! RIJCOSX wB97M-V def2-TZVPD def2/J DEFGRID3
* xyz 0 1
C -1.648 0.390 0.066
B -0.241 -0.361 0.021
O 0.813 0.459 0.009
N 2.333 0.062 0.056
H -1.576 1.401 -0.064
H -2.031 0.102 1.154
H -2.332 0.176 -0.741
H -0.053 -1.601 0.183
H 2.507 0.304 -0.921
H 2.227 -0.931 0.237
*
```

Results
* HOMO energy: -10.6 eV
* SMILES: CBON

What are the Löwdin partial charges on each atom? They are as follows, in elementary charge units:
1 C -0.050
2 B -0.374
3 O -0.068
4 N 0.116
5 H 0.006
6 H 0.112
7 H 0.042
8 H 0.086
9 H 0.078
10 H 0.052

***

*ii*
The molecule CH6BNO, computed with ωB97M-V/def2-TZVPD.

```
! RIJCOSX wB97M-V def2-TZVPD def2/J DEFGRID3
* xyz 0 1
C -1.518 0.462 0.139
B -0.028 -0.170 0.328
O 1.029 0.467 -0.198
N 2.465 0.134 0.140
H -2.074 0.382 -0.725
H -1.449 1.421 0.380
H -2.193 0.131 0.928
H 0.114 -1.055 1.232
H 3.106 0.260 -0.649
H 2.412 -0.755 0.589
*
```

Results
* HOMO energy: -9.9 eV
* SMILES: CBON

What are the Löwdin partial charges on each atom? They are as follows, in elementary charge units:
1 C -0.036
2 B -0.302
3 O -0.045
4 N 0.079
5 H 0.025
6 H -0.002
7 H 0.056
8 H 0.090
9 H 0.087
10 H 0.047

***

Short version: *ii* is the least stable of them.